Record 1
57
Properties=species:S:1:pos:R:3:mulliken_charge:R:1 method="wB97M-V/def2-TZVPD" e_homo_ev=-2.4969 total_charge=-1 gap_ev=5.23
C 2.32516 -0.12411 2.67341 -0.422
C 2.37734 -0.84594 1.41590 -0.946
C 2.00728 0.06760 0.35609 -0.233
H 2.60925 -1.91686 1.29181 0.436
C 1.74664 1.36778 0.95684 -0.636
C 1.94406 1.24173 2.38364 -1.037
H 1.39958 2.26458 0.42947 0.489
C -1.21705 -1.73920 3.04905 -0.772
C -0.09027 -2.48153 2.53158 -0.721
C -0.18643 -2.50280 1.09161 -0.724
H 0.72894 -2.92362 3.12832 0.329
C -1.38591 -1.77026 0.68451 -0.174
C -2.01227 -1.29020 1.92900 -1.179
H 1.91788 -0.16938 -0.71677 0.379
H 1.78324 2.03479 3.11405 0.627
H 2.53199 -0.54537 3.67081 0.432
H -2.90477 -0.65806 1.98129 0.301
H 0.54530 -2.94019 0.38906 0.381
H -1.42042 -1.52348 4.10578 0.648
Pb 0.01713 -0.06630 1.77022 1.546
C -1.89962 -1.53892 -0.69834 3.498
C -3.38762 -1.78528 -0.66303 -1.946
C -1.18386 -2.46660 -1.66608 -2.185
H -3.57431 -2.81134 -0.30547 0.443
H -3.80025 -1.67439 -1.67204 0.485
H -3.89929 -1.08539 0.00824 0.289
H -1.38675 -3.51451 -1.38924 0.446
H -0.09539 -2.30570 -1.67760 0.226
H -1.57870 -2.29563 -2.68068 0.471
C -1.56695 -0.06042 -1.05931 -0.545
C -2.12281 0.45784 -2.38364 0.099
H -0.47022 0.07534 -1.07682 -0.401
H -1.95030 0.62253 -0.26241 0.479
O -3.02976 -0.05944 -3.03424 -0.707
N -1.51458 1.59425 -2.83628 -0.029
C -0.31785 2.24447 -2.29241 -0.795
H -1.84107 1.91167 -3.74206 0.297
C 0.99226 1.66351 -2.75864 0.893
C 2.17506 2.28984 -2.36014 -0.283
H 2.12000 3.17021 -1.71446 0.330
C 3.41158 1.79395 -2.76606 -0.586
H 4.32385 2.29784 -2.44669 0.366
C 3.48082 0.65554 -3.57246 -0.449
H 4.44763 0.26546 -3.88943 0.363
C 2.30565 0.01746 -3.96748 -0.636
H 2.34153 -0.87265 -4.59449 0.387
C 1.05953 0.51848 -3.56371 -0.166
H 0.14006 0.02189 -3.88621 0.333
H -0.35632 2.21120 -1.18247 -0.092
H -0.36804 3.30877 -2.57209 0.522
F -2.24529 1.15337 3.30593 -0.307
C -0.87793 1.29057 3.39857 -0.052
F -0.56839 2.54925 2.88978 -0.321
C -0.46740 1.23579 4.86888 0.680
F -1.04534 2.23003 5.50836 -0.294
F -0.84376 0.07051 5.45720 -0.271
F 0.87718 1.34129 5.04138 -0.269


Record 2
14
Properties=species:S:1:pos:R:3:mulliken_charge:R:1 method="wB97M-V/def2-TZVPD" de_lowest_ev=5.076 e_homo_ev="-14.4240 / -14.4245" smiles="CC=C=C=[NH+]C" total_charge=+1 gap_ev="8.24 / 8.24"
C -1.22551 2.32192 -0.95691 -0.900
C -0.69769 1.00558 -1.56988 -0.399
C -0.03345 0.13146 -0.82451 -0.028
C 0.40617 -0.70998 0.02905 0.560
N 0.62613 -1.85462 0.56254 -0.059
C 1.28911 -1.84329 1.70212 -0.717
H -1.89397 2.01663 -0.24097 0.338
H -1.77021 2.94567 -1.75130 0.302
H -0.38646 2.93554 -0.52951 0.328
H -0.64883 0.87933 -2.63964 0.370
H 0.00936 -2.47882 0.00634 0.319
H 1.21785 -2.63466 2.41983 0.326
H 2.43667 -1.79200 1.67759 0.236
H 0.67085 -0.92275 2.11525 0.324


Record 3
27
Properties=species:S:1:pos:R:3:mulliken_charge:R:1 method="wB97M-V/def2-TZVPD" de_lowest_ev=0.000 e_homo_ev=-0.0401 smiles="CCCC[C@H]1P([O-])O[P@](=O)([O-])[P@]1(C)=O" total_charge=-2 gap_ev=5.14
C 1.85876 -0.47968 3.76038 -1.369
C 0.64731 -0.68778 2.80908 -0.225
C 0.94096 -0.63488 1.26227 -0.314
C -0.37652 -0.81814 0.48775 -1.099
C -0.25408 -0.66397 -0.96363 -0.186
P -1.90613 -0.95304 -1.86796 -0.476
O -2.00587 -2.41272 -2.00004 -0.569
O -1.13066 -0.43033 -3.33131 -0.117
P -0.32435 0.83979 -3.87468 0.759
O -1.26557 1.85144 -4.35191 -0.708
O 0.80463 0.32696 -4.72199 -0.766
P 0.11882 1.14242 -1.45219 0.491
C -1.43800 1.93952 -1.31425 -1.234
O 1.20882 1.75332 -0.65837 -0.872
H 1.63258 -0.56866 4.78996 0.392
H 2.34987 0.45472 3.60408 0.371
H 2.79284 -1.12226 3.60660 0.300
H 0.06477 0.25447 3.13494 0.196
H 0.20558 -1.67766 3.03607 0.268
H 1.35917 0.39704 1.02138 0.249
H 1.78123 -1.34850 0.96197 0.265
H -1.27011 -0.10179 0.84343 0.190
H -0.80778 -1.83163 0.74439 0.259
H 0.46294 -1.36060 -1.27136 0.772
H -1.59376 2.73928 -0.72943 0.479
H -2.19309 1.18048 -1.22089 0.473
H -1.66236 2.21220 -2.30428 0.467


Record 4
15
Properties=species:S:1:pos:R:3:mulliken_charge:R:1 method="wB97M-V/def2-TZVPD" de_lowest_ev=1.169 e_homo_ev=-9.7604 gap_ev=9.95
C 0.66672 0.23004 2.29361 -0.817
C 1.57215 -0.02971 1.34927 -0.193
C -0.92665 -0.14275 -1.85368 -1.229
C -0.28766 0.09313 -0.45350 -0.699
C 1.18025 -0.21979 -0.12213 0.380
Br 1.73351 -2.10750 -0.85099 -0.115
Br 2.30862 0.92457 -1.20066 -0.027
H 1.04236 0.42629 3.25510 0.292
H -0.40029 0.10546 2.30380 0.261
H 2.65058 -0.12520 1.38144 0.353
H -0.15147 0.20710 -2.65007 0.251
H -1.10730 -1.16304 -2.15864 0.352
H -1.87291 0.33073 -2.03172 0.387
H -0.45053 1.06575 -0.24532 0.512
H -1.07950 -0.54062 0.11720 0.292


Record 5
23
Properties=species:S:1:pos:R:3:lowdin_spin:R:1 method="wB97M-V/def2-TZVPD" e_homo_ev="-21.2068 / -21.2219" spin_multiplicity=4 total_charge=+3 gap_ev="7.38 / 7.61" s_squared=3.75
Nd 0.02108 -0.17522 -1.74250 3.030
O -0.30672 3.49581 -2.49382 0.001
C -0.19102 2.34539 -2.41877 -0.005
C -0.20242 -2.66397 -2.35267 -0.005
O -0.32503 -3.81806 -2.41120 0.001
C 2.40184 -0.10375 -2.73836 -0.003
O 3.45753 -0.06795 -3.20180 0.000
C -2.50943 -0.11228 -2.20341 -0.005
O -3.66413 -0.08276 -2.19575 0.001
H 0.02466 0.28618 -6.04086 0.000
H 0.02113 -0.46404 -6.06605 0.000
C 1.50428 -0.20136 2.74478 0.000
N 0.06018 0.09026 2.61051 -0.001
C -0.66152 0.39559 3.85450 0.000
C -0.67096 0.13082 1.53038 0.000
O -0.22399 -0.06069 0.33811 -0.013
H 1.66845 -0.15873 3.82693 0.000
H 2.11578 0.58039 2.27510 0.000
H 1.74957 -1.21453 2.39847 0.000
H -1.05355 1.42326 3.86018 0.000
H -1.50068 -0.29765 4.02666 0.000
H 0.02029 0.29993 4.67565 0.000
H -1.73535 0.37335 1.72391 0.000